{
  "formula": "C52H80FGeN4O2P4RhS2",
  "method": "wB97M-V/def2-TZVPD",
  "e_tot_ha": -6848.0532,
  "charge": 1,
  "homo_lumo_gap_ev": [6.4, 6.2],
  "lumo_energy_ev": [-3.076, -3.240],
  "homo_ev": [-9.4, -9.5],
  "multiplicity": 2,
  "relative_energy_kj_mol": 109.39,
  "s2": 0.76,
  "species": ["Rh", "C", "C", "C", "P", "C", "N", "Ge", "N", "C", "P", "C", "C", "C", "C", "C", "C", "C", "C", "C", "C", "C", "C", "N", "C", "C", "C", "C", "C", "C", "C", "C", "C", "C", "C", "C", "N", "C", "P", "C", "C", "C", "C", "C", "C", "C", "C", "C", "H", "H", "H", "H", "H", "H", "H", "H", "H", "H", "H", "H", "H", "H", "H", "H", "H", "H", "H", "H", "H", "H", "H", "H", "H", "H", "H", "H", "H", "H", "H", "H", "H", "H", "H", "H", "H", "H", "H", "H", "H", "H", "H", "H", "H", "H", "H", "H", "H", "H", "H", "H", "H", "H", "H", "H", "H", "H", "H", "H", "C", "C", "C", "O", "P", "S", "S", "O", "C", "C", "C", "H", "H", "H", "H", "H", "H", "H", "H", "H", "H", "H", "H", "H", "H", "F", "C", "C", "C", "C", "C", "C", "C", "H", "H", "H", "H", "H", "H"],
  "xyz": [[0.5704, -1.4336, -1.4533], [4.6689, -1.8418, -0.2880], [3.6339, -2.7515, 0.3580], [4.3152, -4.0410, 0.8147], [2.0840, -3.0345, -0.6200], [0.9470, -3.5980, 0.7206], [0.7646, -2.5287, 1.6895], [0.3674, -0.7450, 0.9897], [-1.4201, -0.3328, 1.5901], [-2.6122, -0.0110, 0.8290], [-2.8820, -0.4869, -0.8923], [-3.4598, -2.2189, -0.9155], [-2.3908, -3.0790, -0.2433], [-4.8406, -2.4538, -0.3059], [-4.1718, 0.6709, -1.4764], [-4.6815, 0.2522, -2.8576], [-5.3134, 0.9376, -0.4925], [-1.7100, -0.4423, 2.9678], [-2.9849, -0.3717, 3.5483], [-3.1804, -0.6463, 4.8928], [-2.1217, -0.9758, 5.7205], [-0.8425, -0.9482, 5.1888], [-0.6548, -0.6492, 3.8533], [0.6479, -0.4567, 3.2709], [1.5730, -1.4910, 3.6630], [2.3955, -1.4027, 4.7674], [3.1216, -2.5121, 5.1774], [2.9688, -3.6986, 4.4794], [2.1719, -3.7693, 3.3448], [1.4930, -2.6386, 2.8736], [1.1803, 0.8721, 3.4346], [1.0432, 1.6424, 4.5657], [1.7178, 2.8569, 4.6553], [2.5322, 3.2548, 3.6117], [2.6250, 2.5020, 2.4436], [1.9021, 1.3129, 2.3202], [1.8193, 0.5226, 1.1786], [2.4876, 1.0498, 0.0300], [1.8191, 0.3966, -1.5531], [1.0065, 1.9334, -2.2291], [-0.0171, 2.5541, -1.2731], [2.0276, 3.0140, -2.6179], [3.2371, 0.0411, -2.7029], [2.7807, 0.0776, -4.1664], [4.5253, 0.8511, -2.5225], [2.3284, -4.5049, -1.7092], [2.5483, -5.8767, -1.0648], [3.3953, -4.2070, -2.7647], [5.5267, -1.7404, 0.3796], [4.2620, -0.8559, -0.4478], [5.0353, -2.2303, -1.2405], [3.2522, -2.2276, 1.2386], [4.8768, -4.4943, -0.0031], [3.6280, -4.7829, 1.2130], [5.0246, -3.7940, 1.6063], [1.3613, -4.4876, 1.1846], [0.0048, -3.9198, 0.2697], [-2.8522, 1.0550, 0.8781], [-3.4665, -0.5242, 1.2858], [-3.4782, -2.4623, -1.9827], [-2.3823, -2.9473, 0.8413], [-1.3967, -2.8121, -0.6201], [-2.5604, -4.1338, -0.4640], [-4.8867, -2.1266, 0.7352], [-5.0540, -3.5238, -0.3160], [-5.6307, -1.9554, -0.8632], [-3.5903, 1.5939, -1.5761], [-5.2669, -0.6677, -2.8069], [-3.8673, 0.0975, -3.5646], [-5.3333, 1.0331, -3.2516], [-5.9544, 0.0690, -0.3557], [-5.9359, 1.7355, -0.9011], [-4.9608, 1.2718, 0.4832], [-3.8463, -0.0533, 2.9849], [-4.1833, -0.5821, 5.2942], [-2.2794, -1.2140, 6.7625], [0.0172, -1.1610, 5.8129], [2.4573, -0.4693, 5.3136], [3.7656, -2.4555, 6.0434], [3.4829, -4.5916, 4.8110], [2.0915, -4.7222, 2.8460], [0.4204, 1.3009, 5.3827], [1.6246, 3.4630, 5.5456], [3.1006, 4.1732, 3.6901], [3.2704, 2.8492, 1.6491], [3.5701, 0.8978, 0.0771], [2.3351, 2.1312, -0.0373], [0.4907, 1.6240, -3.1439], [0.3578, 2.6316, -0.2481], [-0.9545, 2.0147, -1.2447], [-0.2184, 3.5730, -1.6135], [2.5923, 3.3794, -1.7574], [1.4719, 3.8639, -3.0188], [2.7265, 2.7024, -3.3835], [3.4618, -0.9995, -2.4695], [2.7030, 1.0945, -4.5461], [1.8252, -0.4156, -4.3115], [3.5164, -0.4416, -4.7827], [4.3854, 1.9146, -2.6904], [5.2483, 0.4993, -3.2614], [4.9837, 0.7291, -1.5439], [1.3653, -4.5574, -2.2140], [3.5725, -6.0208, -0.7307], [2.3402, -6.6436, -1.8132], [1.8818, -6.0624, -0.2220], [4.3923, -4.1916, -2.3199], [3.2228, -3.2504, -3.2605], [3.3908, -4.9818, -3.5326], [1.0566, 5.9493, 0.7299], [0.2278, 5.2923, 1.8131], [-0.1156, 6.2271, 2.9508], [-0.9908, 4.8323, 1.1616], [-1.6731, 3.4411, 1.5717], [-2.2658, 3.1756, 3.3998], [-1.3733, -0.2592, -2.1626], [-2.8279, 3.3336, 0.4713], [-3.6661, 4.3990, -0.0765], [-4.1190, 5.3588, 1.0027], [-2.9611, 5.0640, -1.2402], [2.0099, 6.2841, 1.1413], [0.5338, 6.8178, 0.3263], [1.2537, 5.2513, -0.0849], [0.7457, 4.4103, 2.1942], [-0.6935, 7.0753, 2.5787], [0.8051, 6.6080, 3.3937], [-0.6882, 5.7170, 3.7246], [-4.5282, 3.8449, -0.4527], [-3.2961, 5.9936, 1.3342], [-4.5149, 4.8192, 1.8621], [-4.9064, 5.9995, 0.6047], [-2.1002, 5.6387, -0.8997], [-3.6569, 5.7391, -1.7402], [-2.6289, 4.3189, -1.9654], [-4.1624, -1.5413, -6.6521], [-3.0715, -1.7798, -5.8893], [-3.0753, -2.8587, -5.0282], [-1.9523, -3.0853, -4.2460], [-0.8306, -2.2559, -4.2983], [0.3201, -2.5079, -3.3852], [-0.8739, -1.1856, -5.1929], [-1.9807, -0.9418, -5.9933], [-3.9376, -3.5112, -4.9891], [-1.9450, -3.9361, -3.5719], [1.2686, -2.3233, -3.8910], [0.2982, -3.5731, -3.1665], [-0.0306, -0.5106, -5.2666], [-2.0062, -0.1137, -6.6889]],
  "forces_ev_per_a": [[-0.5, 0.5, 0.2], [0.0, -0.1, 0.0], [0.0, 0.1, 0.0], [0.0, 0.0, 0.0], [0.0, -0.1, -0.1], [0.0, 0.0, 0.0], [-0.1, -0.1, 0.0], [0.3, -0.5, 0.0], [-0.1, 0.1, 0.2], [0.1, 0.0, 0.1], [0.1, 0.0, 0.1], [0.0, 0.0, 0.0], [0.0, 0.0, 0.0], [0.0, 0.0, 0.0], [0.0, 0.0, 0.0], [0.0, 0.0, 0.0], [0.0, 0.0, 0.0], [0.0, -0.1, -0.1], [0.0, 0.0, -0.2], [0.0, 0.0, 0.1], [0.0, 0.0, 0.0], [0.0, 0.0, 0.0], [0.0, 0.1, -0.1], [0.1, 0.1, 0.1], [0.0, 0.0, 0.0], [0.0, 0.0, 0.0], [0.0, 0.0, 0.0], [0.0, 0.0, 0.0], [0.0, 0.1, 0.0], [0.0, -0.1, 0.0], [-0.1, 0.0, -0.1], [0.0, 0.0, 0.1], [0.0, 0.0, 0.0], [0.0, 0.0, 0.0], [0.0, 0.0, -0.1], [0.0, 0.0, 0.0], [-0.2, -0.1, 0.2], [0.2, 0.0, -0.2], [-0.1, 0.1, 0.1], [-0.1, -0.1, -0.1], [0.2, 0.2, 0.0], [-0.1, 0.1, 0.1], [-0.1, 0.0, 0.0], [0.0, 0.0, 0.0], [0.0, 0.0, 0.0], [0.1, 0.0, 0.0], [0.0, 0.0, 0.0], [0.0, 0.0, 0.0], [0.0, 0.0, 0.0], [0.0, 0.2, -0.1], [0.0, 0.0, 0.0], [0.0, 0.0, 0.0], [0.0, 0.0, 0.0], [0.0, 0.0, 0.0], [0.0, 0.0, 0.0], [0.0, 0.0, 0.0], [0.0, 0.0, 0.0], [0.0, 0.0, 0.0], [0.0, 0.0, 0.0], [0.0, 0.0, 0.0], [0.0, 0.0, 0.0], [0.0, -0.1, -0.1], [0.0, 0.0, 0.0], [0.0, 0.0, 0.0], [0.0, 0.0, 0.0], [0.0, 0.0, 0.0], [0.0, 0.0, 0.0], [0.0, 0.0, 0.0], [0.0, 0.0, 0.0], [0.0, 0.0, 0.0], [0.0, 0.0, 0.0], [0.0, 0.0, 0.0], [0.0, 0.0, 0.0], [-0.1, 0.0, 0.0], [0.0, 0.0, 0.0], [0.0, 0.0, 0.0], [0.0, 0.0, 0.0], [0.0, 0.0, 0.0], [0.0, 0.0, 0.0], [0.0, 0.0, 0.0], [0.0, 0.0, 0.0], [0.0, 0.0, 0.0], [0.0, 0.0, 0.0], [0.0, 0.0, 0.0], [0.0, 0.0, 0.0], [0.0, 0.0, 0.0], [0.1, 0.1, 0.0], [0.0, -0.1, 0.1], [0.1, 0.0, 0.0], [0.0, -0.1, 0.0], [-0.1, 0.0, 0.1], [0.0, 0.0, 0.0], [0.0, 0.0, 0.0], [0.0, 0.0, 0.0], [0.0, -0.1, 0.0], [0.0, 0.0, 0.0], [-0.1, 0.0, 0.0], [0.0, 0.0, 0.0], [0.0, 0.0, 0.0], [0.0, 0.0, 0.0], [0.0, 0.0, 0.0], [0.0, 0.0, 0.0], [0.0, 0.0, 0.0], [0.0, 0.0, 0.0], [0.0, 0.0, 0.0], [0.0, 0.0, 0.0], [0.0, 0.0, 0.0], [0.0, 0.0, 0.0], [0.0, 0.0, 0.0], [0.1, -0.1, 0.0], [0.0, 0.0, 0.0], [-0.1, 0.1, 0.0], [-0.1, -0.2, 0.1], [0.1, 0.1, 0.0], [0.1, 0.0, -0.4], [0.1, -0.1, -0.1], [0.0, 0.0, 0.0], [0.0, 0.0, 0.0], [0.0, 0.0, 0.0], [0.0, 0.0, 0.0], [0.0, 0.0, 0.0], [0.0, 0.0, 0.0], [0.0, 0.0, 0.0], [0.0, 0.0, 0.0], [0.0, 0.0, 0.0], [0.0, 0.0, 0.0], [0.0, 0.0, 0.0], [0.0, 0.0, 0.0], [0.0, 0.0, 0.0], [0.0, 0.0, 0.0], [0.0, 0.0, 0.0], [0.0, 0.0, 0.0], [0.0, 0.0, 0.0], [0.1, 0.0, 0.1], [-0.1, 0.0, 0.0], [0.0, 0.0, 0.0], [0.0, 0.0, 0.0], [0.0, 0.1, 0.1], [0.2, -0.1, 0.1], [0.0, 0.0, 0.0], [0.0, 0.0, 0.0], [0.0, 0.0, 0.0], [0.0, 0.0, 0.0], [0.0, -0.1, -0.1], [0.0, 0.0, 0.1], [0.0, 0.0, 0.0], [0.0, 0.0, 0.0]]
}